Entry 1:
C9H14O | ωB97M-V with the def2-TZVPD basis set

The geometry in XYZ format:
```
24
Properties=species:S:1:pos:R:3
C -2.2176 1.8589 2.7232
C -2.2235 0.5099 1.9849
H -2.1682 2.7875 2.1503
H -3.0857 1.8817 3.2576
H -1.1726 1.9994 3.3322
H -2.9120 0.5100 1.1699
H -2.4630 -0.2437 2.6703
H -1.1845 0.1592 1.7242
C 2.4376 -2.4944 -2.2216
C 0.2448 -1.4845 -1.4330
C 1.6226 -1.3269 -1.5392
C -0.5531 -0.4258 -0.9648
C 2.1897 -0.1960 -0.9828
C 0.0103 0.7316 -0.3920
C 1.3608 0.7083 -0.3451
O -0.7757 1.7255 0.1465
H -0.2849 -2.3580 -1.6193
H -1.6332 -0.1926 -1.2408
H 3.4398 -2.6647 -1.7242
H 2.7599 -2.2006 -3.2655
H 3.2245 -0.0049 -1.1901
H 1.8885 1.6826 -0.0301
H -0.2845 2.5585 0.0937
H 1.7801 -3.5211 -2.3044
```

Output
Kohn-Sham gap, hartree: 0.3493
Energy above the lowest of the compared OMol25 structures with the same formula, charge and spin, kcal/mol: 50.1
SMILES: Cc1ccc(O)cc1.CC

---

Entry 2:
C4H20N2O5 | ωB97M-V with the def2-TZVPD basis set

The geometry in XYZ format:
```
31
Properties=species:S:1:pos:R:3
C -0.9984 -1.6796 -0.4615
C -0.5359 -2.0189 1.0022
C 0.9350 -1.5939 1.5609
N 1.8551 -0.6499 0.8857
N -1.0682 -0.2294 -0.6570
C -1.2059 0.1140 -2.0949
O -0.3396 1.2634 -2.4544
H -0.6188 -2.3870 -1.3193
H -2.0592 -2.1860 -0.4867
H -1.2131 -1.3286 1.7396
H -0.7644 -3.0366 1.1791
H 0.8547 -1.1839 2.5867
H 1.3978 -2.5273 1.6812
H 1.3968 0.0782 0.3678
H 2.3484 -1.2442 0.2301
H -0.3830 0.3921 -0.3348
H -0.7950 -0.6388 -2.8718
H -2.3704 0.2608 -2.3652
H -0.8350 2.1118 -2.5705
H 0.4613 2.3996 -0.4639
H 1.8067 2.7990 -0.2102
O 1.1615 2.0841 0.0164
H 2.7294 -0.0681 -2.3881
H 1.2173 0.2343 -2.3250
O 1.8487 -0.3955 -2.2345
H -0.9256 2.2423 1.7742
H -1.9256 2.3110 0.4780
O -1.1560 2.5910 0.9628
H -0.3534 0.1979 3.5334
H 0.0490 1.0483 2.1601
O -0.5142 1.0399 3.0795
```

Output
Kohn-Sham gap, hartree: 0.3310
Energy above the lowest of the compared OMol25 structures with the same formula, charge and spin, kcal/mol: 82.2
SMILES: NCCCNCO.O.O.O.O

---

Entry 3:
C4H3N3O | ωB97M-V with the def2-TZVPD basis set

The geometry in XYZ format:
```
11
Properties=species:S:1:pos:R:3
C -0.4435 -0.0977 0.0435
C 0.9986 -0.3364 0.5800
C -0.0795 0.2461 -1.3723
C -0.5897 1.1330 0.7933
H -1.0744 -1.7191 0.9241
H 1.0929 -0.9877 1.3918
H -0.8273 0.6417 -1.9006
N 1.9959 0.0267 -0.3087
N 1.1793 0.1312 -1.6276
N -0.9290 2.0435 1.4133
O -1.3233 -1.0812 0.0631
```

Output
Kohn-Sham gap, hartree: 0.3508
Energy above the lowest of the compared OMol25 structures with the same formula, charge and spin, kcal/mol: 102.5
SMILES: N#CC1(O)C=NN=C1

---

Entry 4:
C24H61N15O12P | ωB97M-V with the def2-TZVPD basis set

The geometry in XYZ format:
```
113
Properties=species:S:1:pos:R:3
C -4.1742 1.0949 0.1449
C -3.1225 -0.1238 -0.2987
C -2.1690 -0.4336 1.0138
O -1.2673 -1.5790 0.8649
C -0.2143 -1.3696 -0.1350
P 1.5047 -0.8908 0.6508
C 1.1173 0.9170 1.0551
C 0.3595 1.8184 -0.0568
C 1.3074 2.3694 -1.2997
C 1.0529 1.6312 -2.7331
N 0.0239 2.2646 -3.6350
C 0.0609 3.5156 -4.4858
C -1.4097 3.4933 -5.2127
C -2.3083 2.1652 -4.7708
C -1.2701 1.4284 -3.7222
O 0.7203 -1.2182 2.1848
C 1.6044 -1.8231 3.1700
C 1.1199 -3.3297 3.6963
C -0.3472 -3.7562 3.0977
O 2.1107 -4.3426 3.2635
O 1.7702 -2.6387 0.5924
C 3.2050 -2.7151 0.1955
C 3.6239 -1.3676 -0.6776
O 2.3483 -0.6353 -0.8840
H -4.9951 0.6575 0.8871
H -4.6871 1.6013 -0.7978
H -3.5722 1.9506 0.7069
H -3.7086 -1.0669 -0.6946
H -2.4430 0.3400 -1.1325
H -2.9289 -0.7276 1.8875
H -1.6375 0.5562 1.4173
H -0.5041 -0.6979 -1.0467
H -0.0148 -2.4489 -0.6095
H 2.8291 -0.5601 1.1972
H 2.1362 1.4522 1.3593
H 0.4587 0.9312 2.0504
H -0.6378 1.3893 -0.4962
H 0.0279 2.8190 0.5098
H 1.2061 3.5518 -1.3813
H 2.4271 2.1734 -0.9552
H 2.0992 1.6501 -3.3080
H 0.7078 0.5063 -2.5655
H 0.9733 4.2434 -4.5558
H -1.7714 4.2910 -5.9911
H -3.3732 1.8383 -5.1305
H -1.5478 0.4278 -3.1822
H 2.7328 -1.9082 2.8947
H 1.5559 -1.1381 4.1468
H 1.0258 -3.3292 4.8850
H -0.7672 -4.7463 3.5974
H -1.0785 -2.8530 3.3245
H -0.3049 -3.8347 1.9082
H 1.7785 -4.6629 2.3674
H 3.9845 -3.0737 1.0015
H 3.2429 -3.5549 -0.6202
H 4.5452 -0.7455 -0.2580
H 4.0310 -1.6485 -1.7586
C 1.9657 3.9002 3.3756
O 2.6728 3.5382 2.4484
N 0.8198 4.5810 3.1936
N 2.2692 3.6508 4.6621
H 0.2243 4.8876 3.9443
H 0.5544 4.7895 2.2400
H 3.1237 3.1406 4.8432
H 1.6997 3.9407 5.4392
C 0.4450 4.5858 8.1186
O 0.4575 3.9339 7.0864
N -0.6867 4.8592 8.7925
N 1.5618 5.0891 8.6745
H -0.7171 5.3942 9.6439
H -1.5502 4.4988 8.4080
H 2.4357 4.9063 8.1988
H 1.5716 5.6283 9.5238
C 5.2116 3.8769 8.3080
O 4.3846 4.7688 8.2025
N 4.9436 2.7040 8.9098
N 6.4649 3.9871 7.8319
H 5.6113 1.9577 9.0063
H 4.0113 2.5799 9.2823
H 6.7081 4.8544 7.3716
H 7.1599 3.2638 7.9092
C -5.7198 3.8233 -6.9680
O -6.9154 3.7008 -7.1827
N -4.7832 3.5585 -7.8967
N -5.2319 4.2340 -5.7836
H -3.7942 3.6534 -7.7386
H -5.1080 3.2465 -8.8025
H -5.9034 4.4439 -5.0567
H -4.2509 4.3409 -5.5877
C -0.8851 -2.1024 -4.7091
O -1.1666 -1.1432 -5.4100
N -1.6634 -3.1966 -4.6270
N 0.2286 -2.1512 -3.9562
H -1.4484 -3.9962 -4.0556
H -2.5117 -3.2008 -5.1782
H 0.8422 -1.3476 -3.9890
H 0.4774 -2.9321 -3.3727
C -4.4090 -5.3115 -6.0883
O -4.4170 -4.2156 -5.5504
N -3.8961 -5.5159 -7.3150
N -4.9124 -6.4129 -5.5024
H -3.8804 -6.4109 -7.7743
H -3.5068 -4.7128 -7.7911
H -5.3083 -6.3027 -4.5781
H -4.9149 -7.3239 -5.9294
C 1.4372 -6.1097 -2.0755
O 0.6102 -5.2177 -2.1809
N 1.1692 -7.2826 -1.4737
N 2.6905 -5.9994 -2.5516
H 1.8369 -8.0289 -1.3771
H 0.2369 -7.4067 -1.1012
H 2.9337 -5.1321 -3.0119
H 3.3855 -6.7228 -2.4743
```

Output
Kohn-Sham gap, hartree: 0.2149
Total charge: -1

---

Entry 5:
C3H5NO3 | ωB97M-V with the def2-TZVPD basis set

The geometry in XYZ format:
```
12
Properties=species:S:1:pos:R:3
C 0.7098 -1.5327 -0.2311
C -0.7031 -1.0802 0.4128
C -0.1208 1.0873 -0.0405
N 1.2878 -0.5935 -0.7588
O -1.1592 0.2443 0.0462
O 0.4544 1.5804 1.1366
O -0.0173 1.9037 -1.1160
H 0.9175 -2.6315 -0.2435
H -1.5184 -1.7863 0.1084
H -0.5439 -1.0073 1.4766
H 0.8900 2.4846 1.0268
H -0.1967 1.3312 -1.8174
```

Output
Kohn-Sham gap, hartree: 0.3018
Energy above the lowest of the compared OMol25 structures with the same formula, charge and spin, kcal/mol: 104.8

---

Entry 6:
C23H44GeN5O7P2Ti | ωB97M-V with the def2-TZVPD basis set

The geometry in XYZ format:
```
83
Properties=species:S:1:pos:R:3
Ti 1.4146 0.5958 -0.4635
C 2.4603 -3.1368 1.7177
C 1.7620 -2.0731 0.9303
N 1.4832 -0.8912 1.3153
C 1.9295 -0.3692 2.6044
C 2.9453 0.7139 2.3189
N 2.4118 1.6451 1.3004
C 1.7472 2.8431 1.8388
C 1.2621 3.6320 0.6500
N 0.3505 2.7524 -0.0941
C -0.0276 3.3031 -1.4039
C -0.7494 2.2454 -2.2167
N -0.2187 0.9089 -1.9024
C -0.4356 -0.0660 -2.6996
C -1.2717 -0.0280 -3.9337
C 0.2276 -1.3210 -2.2773
C 0.2405 -2.5112 -2.9898
C 0.8573 -3.6110 -2.4274
C 1.3861 -3.5271 -1.1407
C 1.3345 -2.3179 -0.4832
N 0.8298 -1.2281 -1.0852
H 2.1282 -3.1599 2.7531
H 3.5337 -2.9252 1.6994
H 2.3137 -4.1298 1.3036
H 2.3463 -1.1265 3.2651
H 1.0579 0.0571 3.1022
H 3.8606 0.2822 1.9235
H 3.1907 1.2521 3.2369
H 3.2167 1.9724 0.7611
H 2.4277 3.4255 2.4629
H 0.9049 2.5296 2.4609
H 2.0943 3.8908 -0.0072
H 0.7810 4.5618 0.9634
H -0.4879 2.6420 0.4616
H 0.8856 3.6153 -1.8989
H -0.6697 4.1827 -1.3040
H -0.6450 2.4648 -3.2789
H -1.8154 2.2424 -1.9874
H -2.0259 0.7526 -3.8817
H -1.7802 -0.9768 -4.0956
H -0.6327 0.1686 -4.7992
H -0.2230 -2.5701 -3.9642
H 0.9073 -4.5448 -2.9710
H 1.8188 -4.3957 -0.6682
O 2.0735 0.8365 -4.0032
P 3.0695 1.6208 -3.0188
O 3.6490 2.8083 -3.6316
O 2.2544 1.7891 -1.7086
O 4.1401 0.4622 -2.6434
P 4.5503 0.1388 -1.1118
O 4.8563 1.5949 -0.4992
O 5.6752 -0.7765 -0.9790
O 3.2086 -0.2331 -0.4280
H 2.3807 0.9298 -4.9182
H 5.7625 1.8861 -0.6781
C -4.0915 -3.7457 -0.3878
C -3.1447 -3.7833 0.8068
C -2.7172 -2.3972 1.2888
C -1.8762 -1.6420 0.2511
Ge -1.0702 0.0544 0.8446
C -2.4928 1.4027 0.6495
C -3.7766 1.2296 1.4906
C -3.7972 2.0155 2.8026
C -2.8869 1.4913 3.9068
H -4.4831 -4.7360 -0.6216
H -3.5984 -3.3735 -1.2892
H -4.9462 -3.0936 -0.1877
H -2.2489 -4.3610 0.5485
H -3.6221 -4.3174 1.6318
H -2.1407 -2.5003 2.2135
H -3.6125 -1.8357 1.5566
H -2.4584 -1.4503 -0.6576
H -1.0753 -2.3257 -0.0412
H -0.8838 -0.1535 2.3597
H -2.7548 1.3647 -0.4116
H -2.1449 2.4251 0.8360
H -3.9770 0.1785 1.6928
H -4.6223 1.5763 0.8910
H -4.8267 2.0305 3.1671
H -3.5443 3.0605 2.5894
H -3.1207 0.4514 4.1510
H -3.0002 2.0801 4.8183
H -1.8335 1.5274 3.6246
```

Output
Kohn-Sham gap (alpha / beta), hartree: 0.2367 / 0.2367
Total charge: +1
Energy above the lowest of the compared OMol25 structures with the same formula, charge and spin, kcal/mol: 20.7